1.
ORCA calculation (the ωB97M-V functional and the def2-TZVPD basis) on C48H33F3N3O6SSb2Se4Y as an isolated structure at a distorted geometry.

Energy relative to the best compared isomer or geometry (same formula, charge and spin) in kcal per mole: 39.95
Charge: -2
Strongest force on any atom in eV/Å: 2.5
Molar mass in g mol⁻¹: 1485.13
Gap between HOMO and LUMO in Eh: 0.22563
Lowest unoccupied orbital energy in eV: 3.4
HOMO energy in eV: -2.74

```
101
Properties=species:S:1:pos:R:3:forces:R:3
Y -1.32150 -0.89792 0.74275 -0.97 2.26 -0.50
O 2.55396 0.81716 4.62091 0.11 -0.04 0.05
C 2.85641 -0.48312 4.44969 -0.07 0.17 0.06
C 4.06126 -0.94171 4.97658 0.09 -0.09 0.02
C 4.42924 -2.26802 4.83419 -0.01 0.03 0.01
C 3.60403 -3.16007 4.15883 0.00 -0.01 0.01
C 2.41035 -2.70325 3.62779 0.04 -0.04 -0.06
C 2.01684 -1.37573 3.76081 -0.02 -0.19 0.15
C 0.73277 -0.95141 3.15570 -0.15 1.27 -0.06
O 0.11641 -1.70969 2.34663 0.04 -0.54 -0.44
N 0.33722 0.28363 3.44368 -0.20 -0.65 -0.36
N -0.85618 0.59837 2.76140 0.53 0.08 -0.19
C -1.27813 1.77742 3.05132 -0.05 0.05 0.26
C -2.46998 2.42697 2.59175 -0.13 -0.11 -0.17
C -2.68619 3.75483 3.00593 0.16 -0.16 0.03
C -3.80431 4.46068 2.65036 -0.21 0.05 -0.10
C -4.77287 3.81527 1.85175 0.05 0.19 0.10
C -4.60959 2.52438 1.44131 0.16 -0.27 -0.04
C -3.44233 1.75405 1.77776 -0.08 0.35 -0.03
O -3.32237 0.56621 1.35465 0.41 -0.53 0.18
H 1.64006 0.94392 4.23525 -0.05 -0.04 -0.02
H 4.69342 -0.23158 5.49517 0.00 0.00 0.00
H 5.37267 -2.60681 5.24688 0.00 -0.01 0.00
H 3.89608 -4.19480 4.03580 0.00 0.00 0.00
H 1.74916 -3.36227 3.07915 0.01 -0.01 0.01
H -0.67471 2.34281 3.77082 -0.06 0.01 0.00
H -1.92682 4.21996 3.62950 0.00 0.00 -0.01
H -3.94292 5.48401 2.97500 -0.01 0.00 -0.01
H -5.66537 4.35651 1.55370 0.00 0.01 0.01
H -5.34576 2.02870 0.81911 -0.01 0.01 0.01
S -2.53098 2.55320 -2.72940 -0.01 0.09 0.04
C -1.46294 3.38885 -1.69126 0.01 0.03 -0.17
C -1.02332 2.59155 -0.67929 0.03 -0.06 0.18
C -1.54079 1.24732 -0.67227 0.30 -0.11 0.02
C -2.39166 1.11541 -1.73938 -0.14 -0.13 0.18
C -3.36493 0.03412 -1.88506 0.35 0.09 0.16
C -4.39102 0.10456 -2.83224 -0.02 -0.03 -0.07
C -5.39718 -0.83259 -2.82470 -0.04 0.01 -0.09
C -5.36301 -1.83532 -1.87030 -0.06 -0.07 0.00
C -4.29539 -1.86369 -0.99630 0.29 0.02 -0.05
N -3.29217 -0.97461 -0.99172 -0.49 -0.19 -0.22
H -1.20205 4.41854 -1.88846 0.00 0.00 0.00
H -0.36355 2.99683 0.08323 -0.01 -0.08 -0.02
H -4.39227 0.91416 -3.54875 -0.02 0.00 -0.01
H -6.20486 -0.78039 -3.54620 0.02 0.02 -0.01
H -6.13676 -2.58647 -1.78596 0.00 0.00 0.01
H -4.24612 -2.66022 -0.27087 0.04 0.00 0.08
O -2.23176 -4.07203 -2.54986 0.15 0.10 -0.10
C -2.08820 -3.08433 -3.48630 0.08 0.08 0.12
C -2.97889 -2.93869 -4.53760 0.01 0.09 -0.08
C -2.80879 -1.89761 -5.44202 -0.06 -0.02 0.01
C -1.76585 -1.00149 -5.28491 -0.01 0.08 -0.03
C -0.88337 -1.14911 -4.22086 0.07 0.04 -0.02
C -1.01779 -2.19801 -3.33066 -0.21 -0.28 0.12
C -0.10104 -2.40035 -2.14093 -0.17 -0.19 -0.01
O 0.77382 -3.25657 -2.18036 0.05 0.18 -0.08
O -0.36773 -1.63762 -1.14577 0.28 -0.11 0.43
H -3.14651 -4.36478 -2.54853 -0.14 -0.07 0.07
H -3.81341 -3.62464 -4.63552 0.01 -0.02 0.01
H -3.51363 -1.77745 -6.25644 0.01 -0.01 0.00
H -1.64867 -0.17056 -5.96923 0.00 0.00 0.00
H -0.09260 -0.42481 -4.07062 0.04 0.01 0.02
Se -3.58899 -5.72395 4.40593 -0.10 0.00 -0.21
Sb -4.15298 -4.53765 2.41526 0.11 -0.34 0.54
Se -5.98100 -4.82503 0.96772 -0.53 -0.22 -0.28
Se -3.39245 -2.14106 2.45635 -0.25 0.00 0.44
Se -2.17140 -3.71495 1.04880 0.41 -0.56 0.02
F 4.16815 5.86601 1.83981 -0.01 -0.02 0.00
C 3.59620 4.69587 1.45364 0.02 0.00 -0.01
C 4.20442 3.96028 0.45604 0.02 0.12 0.08
C 3.60676 2.77297 0.06598 0.04 -0.23 -0.25
C 2.42918 2.31331 0.65226 0.03 -0.22 -0.40
C 1.86123 3.09105 1.65167 -0.23 -0.19 0.16
C 2.43242 4.28605 2.06582 0.07 0.09 0.02
Sb 1.46581 0.47109 -0.01735 0.57 0.17 0.32
C 1.93416 0.69559 -2.10249 0.14 0.02 0.02
C 1.69849 1.88958 -2.77738 -0.17 0.10 0.16
C 1.98220 2.02695 -4.12722 0.05 -0.04 -0.15
C 2.51829 0.94590 -4.79790 -0.02 0.06 0.05
F 2.80159 1.07385 -6.11986 0.01 -0.01 -0.02
C 2.77294 -0.25497 -4.17170 -0.01 0.06 -0.11
C 2.47778 -0.36708 -2.82046 -0.05 -0.15 0.13
C 3.11690 -0.83632 0.42113 0.00 0.07 0.07
C 3.01910 -2.18141 0.06204 -0.03 -0.01 -0.03
C 4.02123 -3.08279 0.39676 0.02 -0.02 0.00
C 5.10352 -2.62486 1.11543 0.03 0.04 0.02
F 6.08305 -3.50198 1.46175 -0.01 -0.01 0.00
C 5.22370 -1.31196 1.51917 0.02 -0.10 0.00
C 4.21823 -0.42342 1.16709 -0.02 0.06 0.01
H 5.11889 4.32131 0.00364 0.00 -0.02 -0.01
H 4.06966 2.18623 -0.72206 0.01 0.05 0.01
H 0.94998 2.75457 2.12979 -0.04 0.01 0.04
H 1.98811 4.88978 2.84584 0.00 -0.01 0.00
H 1.26281 2.72983 -2.25079 0.00 0.01 0.00
H 1.78496 2.94917 -4.65793 0.00 0.00 0.00
H 3.17576 -1.08660 -4.73404 0.00 -0.01 0.01
H 2.65894 -1.31996 -2.34004 0.01 0.01 0.01
H 2.15853 -2.55563 -0.48389 -0.04 0.01 0.00
H 3.95228 -4.12701 0.12158 0.00 0.00 0.00
H 6.07158 -1.00771 2.11836 0.00 0.01 0.00
H 4.29253 0.60323 1.50561 0.02 -0.01 0.00
```
Positions in Å, forces in eV/Å.

Mulliken atomic charge list, values in e, 4 entries: number 1, Y, carries -1.204; number 2, O, carries -0.741; number 3, C, carries 0.477; number 4, C, carries -0.598

---

2.
ORCA calculation (the ωB97M-V functional and the def2-TZVPD basis) on a 13-piece molecular cluster, C42H94O21S13 overall at a distorted geometry.

Energy relative to the best compared isomer or geometry (same formula, charge and spin) in kcal per mole: 70.61
Strongest force on any atom in eV/Å: 4.2
Molar mass in g mol⁻¹: 1352.06
Gap between HOMO and LUMO in Eh: 0.32138
Lowest unoccupied orbital energy in eV: -0.3
HOMO energy in eV: -9.03

```
170
Properties=species:S:1:pos:R:3:forces:R:3
C 4.09282 3.72330 -1.65307 0.54 0.87 -0.22
C 4.80708 3.48944 -0.33406 -0.10 -0.41 0.91
C 6.34761 3.32835 -0.49191 -0.96 0.07 -1.85
S 6.58229 3.22425 -2.29555 -0.44 1.80 -0.25
O 7.50902 2.16172 -2.53127 0.13 -0.84 -0.55
O 6.89855 4.53517 -2.87849 -0.71 -1.23 0.65
C 4.82155 2.83292 -2.63170 -0.32 -0.66 -0.32
H 4.18199 4.74969 -2.00897 -0.10 0.17 0.11
H 3.03867 3.51640 -1.46850 -0.03 -0.20 -0.54
H 4.38826 2.53369 -0.01904 0.41 -0.26 0.34
H 4.42399 4.15855 0.43642 0.61 0.27 0.03
H 6.68900 2.31475 -0.28175 0.20 0.43 0.99
H 7.00921 4.16553 -0.26939 -0.14 -0.25 0.72
H 4.63619 1.79560 -2.35294 0.38 -0.23 0.08
H 4.50675 2.90536 -3.67274 0.46 0.38 -0.04
C -4.16678 -3.78014 1.17364 0.34 -0.36 0.23
C -4.96753 -2.55351 1.62614 -0.41 -0.32 -0.15
C -5.91164 -2.28110 0.42100 0.42 -0.60 -1.23
S -6.28214 -3.92938 -0.39320 -0.56 -1.37 0.19
O -5.83915 -3.87344 -1.80331 -0.51 0.09 2.13
O -7.59500 -4.50246 -0.05550 1.24 1.33 -0.68
C -5.10827 -4.83214 0.64910 0.60 0.29 -0.68
H -3.63368 -4.34834 1.93592 0.36 0.74 0.47
H -3.43390 -3.43746 0.44319 0.02 -0.12 -0.21
H -4.21196 -1.79968 1.84738 -0.43 0.60 -0.38
H -5.52747 -2.70904 2.54830 -0.12 -0.26 -0.04
H -5.34244 -1.86425 -0.40987 0.18 0.35 0.13
H -6.86508 -1.75291 0.42918 0.14 0.02 0.80
H -4.55963 -5.57032 0.06414 -0.35 -0.14 -0.10
H -5.55362 -5.27625 1.53934 -0.69 -0.14 -0.53
C -0.95538 -4.34881 -1.80868 2.21 -0.14 0.50
C 0.32502 -5.27463 -1.49592 0.18 0.81 -0.27
C 0.42509 -6.48433 -2.47049 -1.36 0.78 0.69
S -1.31394 -6.87366 -2.79082 -1.76 -1.46 -0.04
O -1.90904 -7.70565 -1.72191 1.09 1.87 -0.79
O -1.49899 -7.43340 -4.12743 0.51 1.03 0.85
C -1.87135 -5.06683 -2.70342 -1.33 -1.86 -0.55
H -0.60664 -3.46367 -2.34068 0.07 0.12 0.34
H -1.39734 -4.01820 -0.86875 -0.01 -0.08 -0.14
H 0.35379 -5.51751 -0.43372 -0.39 -0.65 -0.17
H 1.20794 -4.64169 -1.58501 0.12 -0.02 -0.31
H 0.92185 -7.37472 -2.08509 0.00 0.17 -0.14
H 0.72878 -6.20196 -3.47853 0.52 0.00 0.16
H -2.89913 -5.06479 -2.34045 -0.07 -0.29 -0.09
H -1.90225 -4.68884 -3.72531 0.20 -0.25 -0.06
C -3.91956 2.15318 4.57602 1.56 0.35 -1.12
C -4.86841 1.40811 3.69629 -1.54 -0.05 -1.56
C -4.72562 1.80747 2.17205 1.01 1.56 0.05
S -3.56255 3.29350 2.14771 0.01 0.09 2.85
O -4.13241 4.46549 1.51027 0.49 -0.94 -0.51
O -2.22305 2.78127 1.86221 -1.25 0.31 -0.31
C -3.79684 3.61016 4.01453 -0.30 -1.93 -0.18
H -2.98028 1.64324 4.36198 0.63 0.28 0.29
H -4.08627 1.95887 5.63553 -0.34 0.64 -0.01
H -5.88990 1.72790 3.90219 -0.15 -0.23 0.35
H -4.80963 0.33520 3.87934 0.00 -0.05 -0.27
H -5.64458 2.21690 1.75256 -0.08 -0.18 0.16
H -4.24795 1.19452 1.40772 -0.01 -0.66 0.54
H -4.79393 4.05052 4.01553 0.12 0.40 0.12
H -3.04837 4.20472 4.53836 0.02 0.11 -0.68
C 2.85831 -0.78500 3.88901 0.69 0.68 -0.55
C 3.80851 -0.75879 5.13535 -0.15 0.30 -1.80
C 4.99224 0.12257 4.66298 0.57 -0.24 0.64
S 5.40541 -0.47188 3.03164 0.31 -2.34 -0.73
O 5.99400 -1.81345 3.13015 -0.33 1.08 0.32
O 6.09354 0.47684 2.17684 -0.55 -0.03 0.72
C 3.67043 -0.70912 2.56597 0.98 0.71 -0.33
H 2.41515 0.21068 3.90714 -0.74 -0.39 0.19
H 2.14248 -1.60697 3.88212 -0.02 0.30 0.08
H 4.16212 -1.77129 5.33003 0.16 0.15 0.27
H 3.23581 -0.35679 5.97112 0.29 -0.04 0.06
H 5.85271 0.00075 5.32089 0.17 0.05 -0.21
H 4.84780 1.18660 4.47571 -0.61 0.06 0.34
H 3.63014 -1.47541 1.79183 -0.04 -0.53 0.57
H 3.54683 0.21419 2.00001 -0.71 0.31 0.25
C 2.75966 -3.30439 -4.84863 1.73 1.37 0.68
C 1.33839 -3.34567 -5.29111 -1.22 -1.50 -0.50
C 0.62486 -2.03298 -5.05586 0.91 1.32 0.95
S 2.00042 -0.74480 -5.32668 -0.39 0.82 0.66
O 2.24377 0.12317 -4.13674 -0.76 -1.38 -1.79
O 1.78146 -0.09643 -6.63511 0.49 -0.99 1.79
C 3.35706 -1.99728 -5.34164 -0.87 1.09 -1.15
H 3.40310 -4.07739 -5.26883 -0.41 -0.36 0.21
H 2.84984 -3.29867 -3.76238 -0.11 -0.32 0.12
H 0.88842 -4.13041 -4.68299 -0.50 -0.01 -0.09
H 1.29080 -3.72970 -6.31011 -0.16 0.38 -0.20
H 0.34247 -1.97312 -4.00478 0.37 0.23 0.31
H -0.29431 -1.71451 -5.54758 0.43 -0.34 -0.79
H 4.19681 -1.53315 -4.82442 -0.07 -0.30 -0.01
H 3.52228 -2.08978 -6.41507 0.47 0.09 -0.04
C 0.57647 1.57989 -1.27346 -0.08 -0.76 0.06
C 1.30705 1.07513 -0.00122 1.34 -1.18 -1.16
C 0.65292 -0.21418 0.59471 -1.61 1.63 -0.79
S -1.09809 -0.17479 -0.13463 -0.10 -0.67 -0.42
O -2.10444 -0.13785 0.97685 1.45 -0.30 -2.30
O -1.18548 -1.22490 -1.22013 -0.04 1.73 2.41
C -0.89593 1.43765 -1.02168 -1.04 0.41 1.66
H 0.78022 0.95304 -2.14158 0.58 -0.04 0.01
H 0.88017 2.59811 -1.51656 -0.24 0.06 0.02
H 1.60058 1.85008 0.70687 -0.90 0.00 0.35
H 2.30366 0.78408 -0.33312 0.20 -0.21 -0.17
H 0.58365 -0.08187 1.67443 -0.12 -0.68 -0.09
H 0.96815 -1.19459 0.23761 0.54 0.28 0.30
H -1.19839 2.14747 -0.25176 -0.18 0.13 0.20
H -1.60289 1.56398 -1.84165 0.29 -0.46 -0.16
C 0.11918 4.43879 -7.01141 -1.61 0.91 0.64
C 0.38104 2.98550 -6.59663 -0.21 0.57 0.85
C 0.88475 3.14488 -5.16470 0.46 -0.61 0.58
S -0.31231 4.19031 -4.20472 2.95 1.45 -2.61
O 0.39259 4.95904 -3.15692 -1.21 -1.26 -0.92
O -1.52072 3.45607 -3.95765 -0.24 -0.10 0.49
C -0.49468 5.25714 -5.78624 0.34 -0.84 0.70
H -0.61602 4.52033 -7.81200 0.11 -0.18 -0.15
H 0.99505 4.99931 -7.33815 0.22 -0.40 0.09
H 1.15787 2.50738 -7.19331 -0.16 -0.01 -0.01
H -0.52892 2.38594 -6.62119 -0.01 0.00 -0.15
H 1.82521 3.68193 -5.28802 -0.04 0.54 0.61
H 1.16352 2.22821 -4.64500 -0.44 -0.11 0.11
H 0.10078 6.15937 -5.64658 -0.23 -0.04 0.35
H -1.55726 5.49809 -5.81749 0.08 -0.07 -0.36
C -3.09837 -1.75866 -3.88875 0.34 0.18 0.01
S -3.03542 0.13220 -3.85530 -1.41 -1.68 -2.02
O -3.73529 0.40628 -5.21091 0.95 0.16 2.56
C -4.24515 0.42350 -2.47215 -0.28 -0.09 -0.84
H -4.09242 -2.19399 -3.99107 -0.38 0.62 0.52
H -2.54209 -2.24171 -3.08544 -0.12 0.34 0.25
H -2.65228 -2.08240 -4.82912 0.41 0.58 -0.13
H -5.16481 -0.05089 -2.81463 -0.08 0.05 0.07
H -4.40508 1.49861 -2.39060 0.12 0.02 -0.19
H -3.97830 0.04056 -1.48713 0.50 -0.23 -0.22
C -0.90198 -4.44354 3.76729 0.64 -1.19 -0.01
S 0.01329 -4.24178 2.18285 1.17 0.24 1.60
O 0.76449 -2.96651 2.44895 -0.13 -0.15 -0.80
C 1.29217 -5.59571 2.48204 -0.56 0.22 -0.18
H -0.19896 -4.42032 4.59995 0.41 0.21 -0.21
H -1.26800 -5.47022 3.75901 -0.61 0.11 0.02
H -1.65350 -3.68520 3.98692 -0.08 -0.15 -0.74
H 1.95464 -5.28976 3.29175 -0.46 0.05 0.31
H 1.96390 -5.77180 1.64189 -0.39 0.49 -0.44
H 0.77611 -6.54188 2.64502 -0.03 0.06 0.33
C 2.72645 3.33942 5.17146 -0.59 0.25 -0.35
S 2.25809 3.54817 3.37310 0.43 -3.24 0.21
O 3.34948 2.78074 2.62917 -1.06 0.86 0.37
C 0.74531 2.39153 3.42679 -0.73 0.61 0.21
H 2.28821 4.20016 5.67661 0.09 -0.07 0.21
H 3.81119 3.33389 5.27829 -0.03 0.34 -0.46
H 2.36724 2.41430 5.62226 -0.31 -0.03 -0.31
H 0.83452 1.44047 3.95179 0.76 0.38 0.51
H 0.22394 2.09759 2.51581 0.91 0.50 -0.92
H -0.08775 2.97005 3.82608 0.20 0.31 0.67
C -1.56158 -1.62866 6.72417 0.37 0.73 -0.03
S -0.84782 -0.19864 5.75556 1.18 -0.22 0.90
O 0.63648 -0.11355 6.14504 -1.82 -0.37 -1.07
C -1.16220 -0.87091 4.04192 0.95 0.36 1.16
H -1.37210 -2.59282 6.25237 -0.33 0.12 -0.10
H -2.59631 -1.36350 6.94129 -0.25 -0.39 -0.61
H -1.12483 -1.64945 7.72263 0.54 0.28 -0.22
H -2.19116 -1.21544 4.14507 0.05 -0.16 -0.47
H -0.40640 -1.61637 3.79463 -0.31 -0.40 0.18
H -1.04094 -0.09383 3.28724 -0.43 0.27 0.29
C 0.16592 4.84505 0.55383 -0.31 -0.33 -0.13
S -0.73535 5.94674 1.74076 -0.36 -1.55 2.38
O -1.20867 5.07490 2.95874 1.04 1.63 -2.28
C 0.72561 6.82972 2.36906 0.30 0.25 -0.65
H 1.01317 5.31053 0.05023 0.19 0.23 0.53
H -0.44569 4.51259 -0.28492 -0.65 0.38 0.21
H 0.41236 3.92026 1.07550 0.33 0.26 0.29
H 1.54802 6.14011 2.55928 -0.14 0.01 -0.08
H 0.56823 7.45788 3.24584 -0.66 -0.42 0.07
H 0.98239 7.53408 1.57783 0.28 -0.10 -0.21
```
Positions in Å, forces in eV/Å.

Mulliken atomic charge list, values in e, 4 entries: number 1, C, carries -0.187; number 2, C, carries 0.102; number 3, C, carries -0.909; number 4, S, carries 1.143

---

Q: The lowest lowest unoccupied orbital energy belongs to which entry?
A: C42H94O21S13